(1)
Below is a structure of composition C13H22O11Pd2 at a distorted geometry, with properties calculated with the ωB97M-V functional and the def2-TZVPD basis.

```
! RIJCOSX wB97M-V def2-TZVPD def2/J DEFGRID3
* xyz 2 5
Pd -1.436 3.437 2.288
Pd 1.966 4.007 1.957
C 4.213 1.747 -0.395
C 3.580 3.130 -0.799
O 3.591 4.122 0.146
H 4.088 1.536 0.667
H 5.302 1.743 -0.372
H 3.870 0.978 -1.087
H 2.525 2.880 -0.914
H 3.927 3.519 -1.756
C 0.454 0.136 0.202
C 0.413 0.794 1.529
O 0.437 2.137 1.521
H -0.359 0.492 -0.431
H 0.471 -0.951 0.125
H 1.371 0.215 -0.381
H 1.247 0.379 2.094
H -0.478 0.409 2.025
C 2.648 -0.849 -4.177
C 1.600 -0.695 -3.109
O 1.428 0.610 -3.046
C 2.008 1.242 -4.139
O 1.870 2.443 -4.464
O 2.774 0.311 -4.847
H 2.357 -1.688 -4.809
H 3.592 -1.202 -3.762
H 2.075 -0.995 -2.175
H 0.687 -1.224 -3.383
C -3.195 0.445 -0.620
C -3.027 -0.957 0.040
O -3.430 -1.801 -0.959
C -4.052 -1.125 -1.989
O -4.604 -1.681 -2.887
O -3.966 0.249 -1.798
H -2.289 1.013 -0.831
H -3.814 1.043 0.048
H -3.564 -0.923 0.987
H -2.017 -1.273 0.303
C -1.460 -2.847 3.491
C -1.914 -1.430 3.782
O -3.277 -1.652 4.162
C -3.456 -2.813 4.672
O -4.436 -3.315 5.178
O -2.381 -3.519 4.386
H -0.428 -3.155 3.662
H -1.770 -3.132 2.486
H -1.841 -0.867 2.852
H -1.301 -0.922 4.527
*
```

For the energy relative to the best compared isomer or geometry (same formula, charge and spin), the calculation gives 3.321 eV. Its expectation value of S² is 6.02. The calculation puts the HOMO energy (spin up / spin down) at -14.882 / -14.881 eV. The lowest unoccupied orbital energy (spin up / spin down) is -10.092 / -11.892 eV. For the total energy, the calculation gives -1590.93013 hartree. The calculation puts the strongest force on any atom at 0.1153 hartree/bohr.

Atomic partial charges in e from the natural (NBO) method, atoms 1 to 4:
1. Pd 0.9476
2. Pd 0.8834
3. C -0.6147
4. C -0.1350



(2)
Below is a structure of composition C13H23BF4NPPt at a distorted geometry, with properties calculated with the ωB97M-V functional and the def2-TZVPD basis.

```
! RIJCOSX wB97M-V def2-TZVPD def2/J DEFGRID3
* xyz 0 3
C 2.970 -2.367 -0.476
C 2.541 -1.299 -1.254
C 1.429 -0.502 -0.915
C 0.849 -0.714 0.385
C 1.267 -1.827 1.143
C 2.342 -2.627 0.731
C 1.149 0.519 -2.008
C -0.069 1.426 -2.129
N -0.581 1.455 -3.506
Pt -0.469 0.564 1.424
C 0.633 -2.190 2.453
P -0.772 -1.073 2.793
H 3.099 -1.059 -2.165
H 2.682 -3.450 1.363
H 3.820 -2.971 -0.781
H 1.349 -2.131 3.290
H 0.244 -3.222 2.453
H 2.000 1.216 -2.010
H 1.277 -0.008 -2.969
H -0.834 1.161 -1.376
C -0.655 -0.600 4.538
C -2.173 -2.205 2.691
H 0.220 2.464 -1.925
C -0.885 0.214 -4.168
C -1.541 2.473 -3.769
H -2.145 0.985 1.554
H -0.773 0.368 -5.244
H -0.214 -0.577 -3.830
H -1.937 -0.087 -3.987
H -1.514 2.696 -4.831
H -2.572 2.127 -3.553
H -1.318 3.399 -3.219
H -1.959 -3.129 3.257
H -3.053 -1.726 3.139
H -2.380 -2.486 1.651
H 0.046 -1.285 5.032
H -0.295 0.432 4.624
H -1.655 -0.701 4.973
H -2.202 0.384 1.072
F 1.432 2.520 0.448
B 0.437 3.305 1.110
F 0.427 2.966 2.500
F 0.625 4.661 0.950
F -0.843 2.901 0.541
*
```

For the energy relative to the best compared isomer or geometry (same formula, charge and spin), the calculation gives 0.356 eV. Its expectation value of S² is 2.01. The calculation puts the HOMO energy (spin up / spin down) at -7.233 / -7.873 eV. The lowest unoccupied orbital energy (spin up / spin down) is 0.017 / -2.477 eV. For the total energy, the calculation gives -1448.95428 hartree. The calculation puts the strongest force on any atom at 0.0465 hartree/bohr.

Atomic partial charges in e from the natural (NBO) method, atoms 1 to 4:
1. C -0.1790
2. C -0.2137
3. C -0.0141
4. C -0.2150



(3)
Below is a structure of composition C13H23BN6OSiSr at a distorted geometry, with properties calculated with the ωB97M-V functional and the def2-TZVPD basis.

```
! RIJCOSX wB97M-V def2-TZVPD def2/J DEFGRID3
* xyz 0 1
H 0.999 3.473 -0.017
N 0.553 1.819 -1.311
B 0.202 0.347 -3.372
N 0.563 1.718 -2.700
C 0.910 2.917 -3.226
Sr 0.455 -0.107 0.299
H 0.995 3.109 -4.286
C 1.150 3.823 -2.187
H 1.465 4.845 -2.257
C 0.902 3.091 -1.012
H 0.211 0.484 -4.545
C -0.718 -2.286 1.148
H -0.765 -2.332 2.247
H 0.035 -2.907 0.638
H -1.641 -2.383 0.565
N -1.260 -0.031 -2.936
N 1.218 -0.802 -3.021
N -1.564 -0.201 -1.596
N 1.322 -1.135 -1.674
C -2.372 -0.230 -3.681
C 2.077 -1.579 -3.727
H -2.389 -0.149 -4.758
H 2.190 -1.529 -4.800
C -3.432 -0.553 -2.832
C 2.771 -2.428 -2.849
C -2.875 -0.527 -1.538
C 2.255 -2.109 -1.577
H -4.446 -0.778 -3.095
H 3.526 -3.157 -3.062
H -3.409 -0.754 -0.635
H 2.552 -2.554 -0.652
H -1.233 1.020 2.347
C 1.317 -1.082 4.283
Si -0.019 0.164 3.958
C -1.694 -0.542 4.389
C 0.367 1.871 4.538
O -0.266 0.742 2.345
H 1.395 -1.152 5.374
H 2.301 -0.781 3.916
H 1.106 -2.093 3.924
H -1.737 -0.577 5.482
H -2.531 0.082 4.045
H -1.849 -1.558 4.006
H 1.311 2.204 4.086
H -0.372 2.577 4.134
H 0.424 2.030 5.615
*
```

For the energy relative to the best compared isomer or geometry (same formula, charge and spin), the calculation gives 0.739 eV. The calculation puts the HOMO energy at -5.867 eV. The lowest unoccupied orbital energy is -0.079 eV. For the total energy, the calculation gives -1258.11408 hartree. The calculation puts the strongest force on any atom at 0.0511 hartree/bohr.

Atomic partial charges in e from the natural (NBO) method, atoms 1 to 4:
1. H 0.2031
2. N -0.4125
3. B 0.5708
4. N -0.3245



(4)
Below is a structure of composition C13H23BiN4O2P2 at a distorted geometry, with properties calculated with the ωB97M-V functional and the def2-TZVPD basis.

```
! RIJCOSX wB97M-V def2-TZVPD def2/J DEFGRID3
* xyz 2 1
Bi 0.229 0.033 1.159
P -2.338 0.325 0.324
C -2.136 1.162 -1.302
C -0.760 1.550 -1.797
N 0.343 1.349 -1.040
C 1.573 1.615 -1.546
C 1.716 2.180 -2.804
C 0.587 2.428 -3.585
C -0.659 2.087 -3.074
C 2.809 1.250 -0.737
P 2.664 -0.286 0.252
H -1.575 2.187 -3.654
H 2.727 2.388 -3.151
H 0.695 2.867 -4.573
H 3.658 1.089 -1.420
H 3.088 2.072 -0.053
H -2.569 0.477 -2.017
H -2.774 2.061 -1.282
H -2.369 -4.510 -3.698
O -1.532 -4.058 -3.861
H -1.765 -3.380 -4.518
H -1.221 -4.739 1.520
O -1.225 -3.829 1.204
H -0.310 -3.694 0.907
C 3.168 -1.633 -0.860
H 4.082 -1.370 -1.417
H 3.348 -2.541 -0.268
H 2.365 -1.864 -1.572
C 3.893 -0.250 1.585
H 3.783 -1.170 2.178
H 4.916 -0.192 1.185
H 3.703 0.598 2.257
C -3.015 1.661 1.378
H -4.117 1.643 1.378
H -2.671 1.515 2.412
H -2.671 2.646 1.032
C -3.745 -0.830 0.173
H -3.726 -1.529 1.021
H -4.717 -0.310 0.162
H -3.655 -1.428 -0.744
N 0.394 0.459 3.472
C 0.081 0.580 4.609
N -0.345 0.878 5.762
C -0.044 0.403 6.939
N 0.118 0.109 8.065
*
```

For the energy relative to the best compared isomer or geometry (same formula, charge and spin), the calculation gives 0.112 eV. The calculation puts the HOMO energy (spin up / spin down) at -13.859 / -14.162 eV. The lowest unoccupied orbital energy (spin up / spin down) is -9.696 / -9.476 eV. For the total energy, the calculation gives -1775.31436 hartree. The calculation puts the strongest force on any atom at 0.0671 hartree/bohr.

Atomic partial charges in e from the natural (NBO) method, atoms 1 to 4:
1. Bi 1.5476
2. P 0.8389
3. C -0.7615
4. C 0.2566



(5)
Below is a structure of composition C13H23Cl3O2W at a distorted geometry, with properties calculated with the ωB97M-V functional and the def2-TZVPD basis.

```
! RIJCOSX wB97M-V def2-TZVPD def2/J DEFGRID3
* xyz -2 3
C -0.938 1.302 -1.476
C -1.575 1.803 -0.258
C -1.911 0.610 0.578
C -1.980 3.198 0.006
C -1.450 -0.556 -0.201
C -0.862 -0.112 -1.432
C -0.519 -1.028 -2.565
C -0.489 2.173 -2.592
C -2.673 0.561 1.819
C -1.681 -1.972 0.222
W -0.087 1.023 0.731
Cl -0.417 2.694 2.526
Cl 1.425 2.819 0.323
Cl 0.562 0.102 2.873
H -1.409 3.870 -0.646
H -1.815 3.470 1.074
H -3.032 3.230 -0.274
H -2.386 1.442 2.413
H -2.460 -0.357 2.372
H -3.704 0.635 1.507
H -1.538 -2.104 1.303
H -0.994 -2.661 -0.299
H -2.708 -2.283 -0.011
H -0.077 -1.948 -2.185
H 0.201 -0.549 -3.220
H -1.366 -1.313 -3.198
H -0.140 3.142 -2.231
H -1.320 2.356 -3.280
H 0.314 1.678 -3.147
O 2.367 0.753 -1.672
H 2.110 -0.254 -1.510
C 2.580 -3.200 0.875
C 2.176 -1.784 1.265
C 3.431 -0.884 1.346
O 1.313 -1.449 0.297
H 2.895 -3.130 -0.164
H 1.729 -3.858 0.956
H 3.349 -3.619 1.503
H 1.816 -1.891 2.308
H 3.738 -0.524 0.346
H 3.247 0.027 1.913
H 4.279 -1.411 1.805
*
```

Its expectation value of S² is 2.02. The calculation puts the HOMO energy (spin up / spin down) at 0.414 / 0.124 eV. The lowest unoccupied orbital energy (spin up / spin down) is 5.420 / 4.924 eV. For the total energy, the calculation gives -2107.18355 hartree. The calculation puts the strongest force on any atom at 0.2053 hartree/bohr.

Atomic partial charges in e from the natural (NBO) method, atoms 1 to 4:
1. C -0.0875
2. C -0.2959
3. C -0.3495
4. C -0.6491